1.
Density functional theory data (ωB97M-V/def2-TZVPD) for a molecular structure, C62H55N4O3PdSe2Te2.

Computed properties:
**Spin multiplicity**: 4
**Expectation value of S²**: 3.766
**HOMO level (spin up / spin down)**: -7.1 / -7.4 eV
**Energy relative to the best compared isomer or geometry (same formula, charge and spin)**: 0.000 eV
**Energy**: -8307.0450 Ha
**Frontier orbital gap (spin up / spin down)**: 7.25 / 5.79 eV

Each line ends with the Löwdin spin population.
CARTESIAN COORDINATES (ANGSTROEM)
Pd -0.028 -0.362 0.411  1.44
C 5.241 4.191 -1.620  0.00
C 4.244 3.090 -1.369  0.01
C 4.560 1.763 -1.611  0.00
C 3.642 0.725 -1.513  0.01
C 4.258 -0.618 -1.729  0.00
O 5.466 -0.725 -1.568  0.00
C 3.521 -1.855 -2.134  0.00
C 4.049 -3.063 -1.677  0.00
C 3.509 -4.272 -2.078  0.00
C 2.441 -4.285 -2.965  0.00
C 1.938 -3.089 -3.458  0.00
C 2.468 -1.877 -3.044  0.00
C 2.272 1.004 -1.126  0.00
O 1.347 0.126 -1.184  0.07
C 2.008 2.365 -0.704  0.01
C 2.981 3.356 -0.891  0.00
C 0.760 2.771 -0.075  0.01
N -0.159 1.982 0.373  0.08
C -1.327 2.598 1.022  0.00
C -2.041 1.649 1.967  0.00
Te -3.934 2.463 2.574  0.00
C -3.041 4.128 3.580  0.00
C -2.727 5.295 2.891  0.00
C -2.115 6.352 3.548  0.00
C -1.825 6.258 4.902  0.00
C -2.143 5.099 5.594  0.00
C -2.741 4.034 4.935  0.00
C 0.584 4.257 0.074  0.00
C -0.036 4.961 -0.951  0.00
C -0.208 6.334 -0.846  0.00
C 0.231 7.002 0.287  0.00
C 0.838 6.298 1.318  0.00
C 1.009 4.926 1.217  0.00
H 6.257 3.798 -1.628  0.00
H 5.171 4.970 -0.860  0.00
H 5.053 4.653 -2.592  0.00
H 5.571 1.499 -1.895  0.00
H 4.900 -3.031 -1.011  0.00
H 3.928 -5.200 -1.711  0.00
H 2.006 -5.227 -3.276  0.00
H 1.133 -3.106 -4.182  0.00
H 2.080 -0.959 -3.456  0.00
H 2.744 4.378 -0.625  0.00
H -2.021 2.929 0.245  0.00
H -1.040 3.482 1.591  0.00
H -1.450 1.472 2.865  0.00
H -2.252 0.689 1.501  0.00
H -2.959 5.383 1.836  0.00
H -1.870 7.252 3.000  0.00
H -1.354 7.085 5.417  0.00
H -1.928 5.024 6.652  0.00
H -2.976 3.127 5.478  0.00
H -0.367 4.427 -1.834  0.00
H -0.675 6.879 -1.656  0.00
H 0.100 8.074 0.365  0.00
H 1.186 6.814 2.203  0.00
H 1.482 4.377 2.023  0.00
Se -1.376 -3.293 -1.276  0.00
Se -3.141 -2.575 -0.020  0.00
C -3.127 -0.734 -0.570  0.00
C -4.319 -0.016 -0.521  0.00
C -4.350 1.246 -1.083  0.00
C -3.208 1.727 -1.713  0.00
C -2.069 0.946 -1.707  0.00
N -2.009 -0.248 -1.111  0.03
C -0.010 -3.577 0.069  0.01
C 0.102 -4.832 0.648  0.00
C 1.117 -5.043 1.568  0.00
C 1.984 -4.002 1.852  0.00
C 1.803 -2.787 1.214  0.01
N 0.817 -2.568 0.343  0.06
H -5.196 -0.466 -0.074  0.00
H -5.260 1.830 -1.075  0.00
H -3.218 2.686 -2.212  0.00
H -1.160 1.266 -2.205  0.00
H -0.597 -5.611 0.380  0.00
H 1.234 -6.010 2.039  0.00
H 2.797 -4.125 2.555  0.00
H 2.462 -1.958 1.412  0.00
C 4.450 6.574 6.119  0.00
C 3.886 5.329 5.491  0.00
C 2.758 4.709 6.007  0.00
C 2.208 3.582 5.405  0.00
C 0.978 2.955 6.007  0.02
C 2.799 3.049 4.260  0.12
Te 1.736 1.501 3.047  0.38
N 0.644 -0.394 2.575  0.42
C -0.447 -1.015 2.923  0.04
O -1.232 -1.465 2.020  0.13
C -0.793 -1.291 4.349  0.01
C -1.267 -2.553 4.694  0.00
C -1.571 -2.843 6.015  0.00
C -1.423 -1.870 6.994  0.00
C -0.979 -0.602 6.649  0.00
C -0.660 -0.316 5.331  0.01
C 3.406 0.203 3.185  0.02
C 4.023 -0.133 1.986  0.00
C 5.116 -0.986 1.962  0.00
C 5.585 -1.515 3.154  0.00
C 4.961 -1.188 4.350  0.00
C 3.865 -0.330 4.391  0.01
C 3.201 -0.012 5.700  0.01
C 3.958 3.645 3.739  0.02
C 4.662 3.111 2.519  0.01
C 4.475 4.777 4.361  0.01
H 3.986 6.768 7.085  0.00
H 4.275 7.438 5.474  0.00
H 5.527 6.485 6.264  0.00
H 2.287 5.117 6.896  0.00
H 0.632 3.533 6.863  0.00
H 1.184 1.936 6.342  0.00
H 0.168 2.916 5.275  0.01
H -1.392 -3.296 3.917  0.00
H -1.936 -3.828 6.277  0.00
H -1.661 -2.099 8.025  0.00
H -0.889 0.169 7.405  0.00
H -0.323 0.675 5.051  0.01
H 3.656 0.291 1.058  0.00
H 5.594 -1.222 1.019  0.00
H 6.441 -2.177 3.157  0.00
H 5.330 -1.606 5.279  0.00
H 3.502 -0.718 6.472  0.00
H 2.116 -0.061 5.587  0.00
H 3.470 0.996 6.026  0.00
H 3.962 2.941 1.697  0.01
H 5.149 2.161 2.740  0.00
H 5.425 3.811 2.179  0.00
H 5.361 5.242 3.940  0.00

=====

2.
Density functional theory data (ωB97M-V/def2-TZVPD) for a molecular structure, C64H59AuF6N5P2S4Sb at a distorted geometry.

Computed properties:
**Charge**: +3
**Spin multiplicity**: 2
**Expectation value of S²**: 0.753
**HOMO level (spin up / spin down)**: -14.2 / -14.2 eV
**Energy relative to the best compared isomer or geometry (same formula, charge and spin)**: 1.321 eV
**Energy**: -5997.6285 Ha
**Frontier orbital gap (spin up / spin down)**: 7.51 / 2.94 eV

Each line ends with the Löwdin spin population.
CARTESIAN COORDINATES (ANGSTROEM)
Au 0.570 -0.750 -1.271  0.00
N -0.775 0.215 0.571  0.00
S -0.265 0.322 2.042  0.00
N 1.191 0.837 2.217  0.00
S 2.655 0.163 2.233  0.00
N 3.227 -0.591 1.047  0.00
S 3.447 0.011 -0.506  0.00
N 2.242 0.447 -1.223  0.00
C 4.599 1.346 -0.394  0.00
C 4.058 2.623 -0.349  0.00
C 4.919 3.703 -0.254  0.00
C 6.294 3.499 -0.219  0.00
C 6.818 2.214 -0.277  0.00
C 5.969 1.121 -0.362  0.00
C 4.379 -1.336 -1.155  0.00
C 4.924 -2.365 -0.393  0.00
C 5.660 -3.342 -1.040  0.00
C 5.840 -3.283 -2.419  0.00
C 5.285 -2.251 -3.163  0.00
C 4.547 -1.261 -2.533  0.00
C 2.770 -1.032 3.532  0.00
C 2.727 -2.382 3.206  0.00
C 2.856 -3.305 4.232  0.00
C 3.038 -2.877 5.542  0.00
C 3.076 -1.521 5.844  0.00
C 2.937 -0.582 4.835  0.00
C 3.619 1.537 2.779  0.00
C 3.060 2.742 3.178  0.00
C 3.905 3.739 3.641  0.00
C 5.275 3.522 3.700  0.00
C 5.816 2.305 3.301  0.00
C 4.989 1.298 2.839  0.00
C -1.152 1.462 3.079  0.00
C -0.777 2.802 3.067  0.00
C -1.471 3.696 3.864  0.00
C -2.503 3.248 4.681  0.00
C -2.847 1.906 4.701  0.00
C -2.178 1.001 3.893  0.00
C -0.420 -1.261 2.788  0.00
C -0.254 -1.325 4.176  0.00
C -0.366 -2.553 4.795  0.00
C -0.613 -3.699 4.038  0.00
C -0.740 -3.621 2.661  0.00
C -0.645 -2.390 2.025  0.00
H 2.986 2.753 -0.424  0.00
H 4.523 4.710 -0.232  0.00
H 6.962 4.349 -0.166  0.00
H 7.889 2.064 -0.276  0.00
H 6.374 0.119 -0.429  0.00
H 4.786 -2.400 0.679  0.00
H 6.097 -4.152 -0.472  0.00
H 6.414 -4.053 -2.916  0.00
H 5.413 -2.218 -4.236  0.00
H 4.087 -0.461 -3.103  0.00
H 2.619 -2.702 2.179  0.00
H 2.838 -4.363 4.004  0.00
H 3.164 -3.605 6.332  0.00
H 3.233 -1.194 6.863  0.00
H 2.987 0.475 5.064  0.00
H 1.995 2.898 3.144  0.00
H 3.492 4.686 3.961  0.00
H 5.927 4.304 4.066  0.00
H 6.884 2.142 3.352  0.00
H 5.402 0.346 2.528  0.00
H 0.057 3.136 2.471  0.00
H -1.192 4.741 3.865  0.00
H -3.030 3.950 5.314  0.00
H -3.639 1.557 5.350  0.00
H -2.455 -0.044 3.912  0.00
H -0.072 -0.433 4.760  0.00
H -0.262 -2.622 5.869  0.00
H -0.699 -4.657 4.534  0.00
H -0.918 -4.512 2.074  0.00
H -0.709 -2.326 0.950  0.00
C -8.334 -0.406 -3.398  0.09
S -7.420 0.644 -2.282  0.73
C -5.772 0.643 -3.001  0.07
C -4.752 0.068 -2.003  0.03
C -3.338 0.405 -2.468  0.01
N -2.221 -0.078 -1.600  0.01
P -1.617 -1.714 -1.722  0.00
C -2.964 -2.625 -0.906  0.00
C -3.579 -3.703 -1.546  0.00
C -4.662 -4.345 -0.955  0.00
C -5.131 -3.932 0.281  0.00
C -4.512 -2.875 0.939  0.00
C -3.439 -2.235 0.348  0.00
C -1.561 -2.413 -3.366  0.00
C -2.595 -2.334 -4.305  0.00
C -2.505 -3.033 -5.495  0.00
C -1.391 -3.825 -5.748  0.00
C -0.368 -3.912 -4.820  0.00
C -0.444 -3.201 -3.631  0.00
P -1.654 1.034 -0.477  0.00
C -3.075 1.900 0.196  0.00
C -3.418 3.113 -0.411  0.00
C -4.610 3.752 -0.094  0.00
C -5.471 3.189 0.834  0.00
C -5.137 1.986 1.449  0.00
C -3.955 1.346 1.126  0.00
C -0.658 2.259 -1.338  0.00
C -0.138 3.346 -0.638  0.00
C 0.636 4.287 -1.290  0.00
C 0.898 4.149 -2.651  0.00
C 0.371 3.084 -3.356  0.00
C -0.421 2.143 -2.702  0.00
H -9.345 -0.497 -3.002  0.00
H -7.871 -1.394 -3.451  0.02
H -8.374 0.051 -4.390  0.02
H -5.516 1.677 -3.256  0.02
H -5.809 0.076 -3.931  0.00
H -4.875 -1.014 -1.921  0.00
H -4.947 0.484 -1.016  0.00
H -3.199 1.481 -2.609  0.00
H -3.157 -0.035 -3.446  0.00
H -3.214 -4.051 -2.502  0.00
H -5.134 -5.174 -1.466  0.00
H -5.974 -4.436 0.736  0.00
H -4.871 -2.556 1.910  0.00
H -2.967 -1.410 0.860  0.00
H -3.486 -1.754 -4.108  0.00
H -3.299 -2.964 -6.226  0.00
H -1.316 -4.361 -6.684  0.00
H 0.506 -4.513 -5.028  0.00
H 0.367 -3.269 -2.917  0.00
H -2.766 3.560 -1.150  0.00
H -4.863 4.688 -0.576  0.00
H -6.404 3.681 1.078  0.00
H -5.811 1.542 2.170  0.00
H -3.741 0.399 1.594  0.00
H -0.374 3.483 0.406  0.00
H 1.023 5.140 -0.747  0.00
H 1.509 4.884 -3.158  0.00
H 0.568 2.958 -4.410  0.00
H -0.807 1.309 -3.274  0.00
F 0.427 -0.466 -3.685  0.00
Sb 1.546 -0.167 -5.279  0.00
F 2.641 0.944 -4.206  0.00
F 0.427 1.320 -5.605  0.00
F 2.633 0.105 -6.767  0.00
F 0.347 -1.280 -6.195  0.00
F 2.525 -1.676 -4.687  0.00

=====

3.
Density functional theory data (ωB97M-V/def2-TZVPD) for 2 unconnected molecules or ions with the total composition C10H11ISi at a distorted geometry.

Computed properties:
**HOMO level (spin up / spin down)**: -7.2 / -8.6 eV
**Energy relative to the best compared isomer or geometry (same formula, charge and spin)**: 3.050 eV
**Energy**: -974.6479 Ha
**Frontier orbital gap (spin up / spin down)**: 7.20 / 7.73 eV

Each line ends with the Mulliken charge.
CARTESIAN COORDINATES (ANGSTROEM)
C -1.766 2.522 0.188  -0.17
C -0.516 2.862 -0.286  -0.87
C -1.913 1.316 0.793  -0.61
C 0.489 1.903 -0.187  -0.55
C -0.860 0.455 1.025  -0.28
C 0.389 0.726 0.538  0.87
C 2.734 -2.523 1.734  -0.53
C -1.816 -1.071 -1.942  -0.08
C 1.729 -2.046 1.002  -0.06
C -0.714 -1.531 -2.448  -0.45
Si 1.666 -0.474 0.000  0.14
I 3.950 0.496 -0.147  -0.20
H -2.562 3.285 0.309  0.32
H -0.507 3.707 -0.910  0.39
H -2.952 1.173 1.076  0.34
H 1.431 2.027 -0.581  0.26
H -0.970 -0.458 1.596  0.32
H 2.588 -3.406 2.414  0.27
H 3.769 -2.191 1.390  0.10
H -2.674 -1.392 -2.517  0.27
H -1.817 -0.344 -1.171  0.03
H 0.729 -2.626 1.235  0.23
H -0.406 -2.410 -3.112  0.26

=====

4.
Density functional theory data (ωB97M-V/def2-TZVPD) for a molecular structure, C54H120Cl4N6Pt at a distorted geometry.

Computed properties:
**Charge**: +4
**Spin multiplicity**: 3
**Expectation value of S²**: 2.005
**HOMO level (spin up / spin down)**: -15.3 / -15.0 eV
**Energy**: -4416.8002 Ha
**Frontier orbital gap (spin up / spin down)**: 8.46 / 7.13 eV

Each line ends with the Löwdin spin population.
CARTESIAN COORDINATES (ANGSTROEM)
Pt -0.021 -0.815 0.083  1.49
C -4.609 0.414 0.758  0.00
C -5.978 -0.189 0.156  0.00
C -5.651 -1.591 -0.432  0.00
N -6.363 -2.793 0.273  0.00
C -5.610 -3.107 1.592  0.00
C -4.139 -3.783 1.395  0.00
C -4.040 -4.924 0.245  0.00
C -4.696 -4.335 -1.111  0.00
C -6.218 -3.975 -0.748  0.00
C -7.819 -2.575 0.441  0.00
H -4.206 -0.175 1.582  0.00
H -4.778 1.415 1.155  0.00
H -3.802 0.663 0.069  0.00
H -6.352 0.435 -0.655  0.00
H -6.711 -0.193 0.963  0.00
H -4.600 -1.720 -0.690  0.00
H -6.183 -1.590 -1.383  0.00
H -5.633 -2.201 2.198  0.00
H -6.154 -3.891 2.118  0.00
H -3.381 -3.024 1.205  0.00
H -3.911 -4.298 2.328  0.00
H -3.040 -5.136 -0.134  0.00
H -4.469 -5.893 0.499  0.00
H -4.097 -3.645 -1.704  0.00
H -4.720 -5.199 -1.775  0.00
H -6.576 -3.579 -1.698  0.00
H -6.636 -4.891 -0.329  0.00
H -8.403 -2.390 -0.461  0.00
H -7.958 -1.788 1.181  0.00
H -8.266 -3.472 0.869  0.00
C -1.267 6.487 -0.358  0.00
C -1.238 5.354 -1.422  0.00
C -2.572 5.367 -2.300  0.00
N -2.665 4.116 -3.181  0.00
C -4.167 4.347 -3.784  0.00
C -4.679 3.191 -4.635  0.00
C -4.639 1.935 -3.681  0.00
C -3.233 1.628 -3.156  0.00
C -2.557 2.749 -2.416  0.00
C -1.709 4.172 -4.330  0.00
H -1.155 7.443 -0.871  0.00
H -0.429 6.452 0.338  0.00
H -2.155 6.400 0.269  0.00
H -1.200 4.398 -0.901  0.00
H -0.348 5.480 -2.039  0.00
H -2.714 6.201 -2.988  0.00
H -3.414 5.310 -1.611  0.00
H -4.766 4.552 -2.897  0.00
H -4.052 5.261 -4.367  0.00
H -5.702 3.298 -4.998  0.00
H -4.057 3.105 -5.525  0.00
H -5.347 1.995 -2.854  0.00
H -4.994 1.095 -4.278  0.00
H -3.242 0.805 -2.442  0.00
H -2.542 1.302 -3.933  0.00
H -2.913 2.909 -1.398  0.00
H -1.477 2.694 -2.279  0.00
H -1.808 5.199 -4.681  0.00
H -1.902 3.502 -5.167  0.00
H -0.662 4.103 -4.035  0.00
C -4.146 -0.127 5.617  0.00
C -3.035 0.556 4.757  0.00
C -2.937 2.075 5.250  0.00
N -2.041 3.082 4.377  0.00
C -2.665 3.272 2.876  0.00
C -2.091 4.512 2.175  0.00
C -2.012 5.770 3.030  0.00
C -1.160 5.568 4.263  0.00
C -1.852 4.433 5.134  0.00
C -0.636 2.418 4.093  0.00
H -4.016 0.086 6.678  0.00
H -3.995 -1.201 5.720  0.00
H -5.164 0.178 5.373  0.00
H -3.251 0.437 3.696  0.00
H -2.130 -0.048 4.819  0.00
H -2.515 2.121 6.254  0.00
H -3.901 2.582 5.281  0.00
H -3.748 3.316 2.993  0.00
H -2.296 2.398 2.341  0.00
H -2.740 4.604 1.305  0.00
H -1.152 4.257 1.683  0.00
H -2.984 6.126 3.371  0.00
H -1.650 6.686 2.563  0.00
H -1.036 6.489 4.834  0.00
H -0.150 5.318 3.938  0.00
H -2.844 4.803 5.392  0.00
H -1.346 4.126 6.050  0.00
H -0.137 3.086 3.392  0.00
H -0.798 1.495 3.536  0.00
H -0.269 2.272 5.109  0.00
C 4.324 -5.029 2.246  0.00
C 2.887 -4.858 1.592  0.00
C 2.378 -6.206 1.099  0.00
N 0.886 -6.210 0.489  0.00
C 0.919 -5.371 -0.836  0.00
C -0.467 -5.460 -1.557  0.00
C -0.780 -6.859 -2.028  0.00
C -0.802 -7.765 -0.745  0.00
C 0.602 -7.686 0.083  0.00
C -0.107 -5.632 1.490  0.00
H 4.854 -5.491 1.414  0.00
H 4.337 -5.766 3.050  0.00
H 4.898 -4.164 2.581  0.00
H 2.891 -4.137 0.774  0.00
H 2.336 -4.381 2.402  0.00
H 2.438 -6.804 2.008  0.00
H 2.985 -6.598 0.283  0.00
H 1.616 -5.680 -1.615  0.00
H 1.080 -4.309 -0.650  0.00
H -0.339 -4.818 -2.429  0.00
H -1.317 -5.013 -1.042  0.00
H -0.013 -7.264 -2.688  0.00
H -1.792 -6.868 -2.434  0.00
H -1.067 -8.811 -0.896  0.00
H -1.563 -7.450 -0.032  0.00
H 1.442 -7.841 -0.595  0.00
H 0.718 -8.380 0.915  0.00
H 0.063 -4.582 1.730  0.00
H 0.079 -6.239 2.376  0.00
H -1.162 -5.644 1.215  0.00
C 5.002 5.485 -6.171  0.00
C 4.679 3.939 -6.190  0.00
C 4.267 3.217 -4.835  0.00
N 4.074 1.658 -4.789  0.00
C 3.339 1.338 -3.459  0.00
C 4.198 1.512 -2.237  0.00
C 5.440 0.708 -2.323  0.00
C 6.217 0.966 -3.607  0.00
C 5.426 0.876 -4.959  0.00
C 3.104 1.221 -5.888  0.00
H 5.309 5.800 -7.168  0.00
H 5.730 5.811 -5.428  0.00
H 4.101 6.033 -5.896  0.00
H 5.627 3.569 -6.581  0.00
H 3.875 3.852 -6.920  0.00
H 3.332 3.668 -4.501  0.00
H 5.119 3.293 -4.160  0.00
H 2.416 1.918 -3.436  0.00
H 3.073 0.316 -3.727  0.00
H 4.471 2.546 -2.030  0.00
H 3.528 1.333 -1.396  0.00
H 6.060 1.028 -1.485  0.00
H 5.268 -0.368 -2.294  0.00
H 6.737 1.912 -3.751  0.00
H 7.026 0.238 -3.665  0.00
H 5.931 1.238 -5.855  0.00
H 5.140 -0.156 -5.164  0.00
H 2.817 0.170 -5.871  0.00
H 3.476 1.435 -6.890  0.00
H 2.242 1.876 -5.762  0.00
C 6.996 -1.858 -0.236  0.00
C 6.743 -0.977 0.886  0.00
C 5.564 -1.518 1.821  0.00
N 5.092 -0.588 2.921  0.00
C 3.863 -1.412 3.465  0.00
C 2.935 -0.703 4.466  0.00
C 2.571 0.732 4.045  0.00
C 3.807 1.564 3.466  0.00
C 4.619 0.809 2.372  0.00
C 6.096 -0.455 4.110  0.00
H 7.238 -2.857 0.126  0.00
H 7.842 -1.614 -0.878  0.00
H 6.101 -1.968 -0.849  0.00
H 6.562 0.038 0.532  0.00
H 7.644 -0.906 1.495  0.00
H 5.912 -2.406 2.349  0.00
H 4.730 -1.874 1.216  0.00
H 3.203 -1.587 2.616  0.00
H 4.357 -2.286 3.890  0.00
H 2.055 -1.343 4.522  0.00
H 3.432 -0.715 5.436  0.00
H 1.759 0.539 3.344  0.00
H 2.077 1.303 4.831  0.00
H 3.414 2.392 2.875  0.00
H 4.355 1.978 4.313  0.00
H 4.122 0.498 1.453  0.00
H 5.369 1.432 1.885  0.00
H 6.397 -1.384 4.592  0.00
H 5.705 0.179 4.906  0.00
H 7.003 -0.030 3.680  0.00
Cl -1.739 -1.922 -1.404  0.10
Cl 0.128 1.756 0.446  0.08
Cl -0.339 -1.623 2.370  0.17
Cl 2.359 -1.612 -0.791  0.15